[1]
{"formula": "C37H51N3O3S3", "method": "ωB97M-V/def2-TZVPD", "largest_force_ha_per_bohr": 0.1310, "energy_ev": -82296.32027, "charge": 0, "elements": ["S", "S", "S", "O", "O", "O", "N", "N", "N", "C", "C", "C", "C", "C", "C", "C", "C", "C", "C", "C", "C", "C", "C", "C", "C", "C", "C", "C", "C", "C", "C", "C", "C", "C", "C", "C", "C", "C", "C", "C", "C", "C", "C", "C", "C", "C", "H", "H", "H", "H", "H", "H", "H", "H", "H", "H", "H", "H", "H", "H", "H", "H", "H", "H", "H", "H", "H", "H", "H", "H", "H", "H", "H", "H", "H", "H", "H", "H", "H", "H", "H", "H", "H", "H", "H", "H", "H", "H", "H", "H", "H", "H", "H", "H", "H", "H", "H"], "xyz": [[3.053844, -2.420801, 3.169629], [2.005413, -4.410604, 1.002661], [-1.910268, 0.826117, -2.363550], [-0.838803, -5.072615, -4.641268], [2.712099, -8.133980, 3.259324], [-7.455922, 3.878119, 1.658554], [0.758016, -0.262607, -3.539793], [2.572987, -5.176301, 3.609492], [-0.022562, -6.590893, -2.633291], [0.949555, 0.337842, -2.205364], [-1.766804, -0.913484, -3.047479], [-1.542182, 2.305065, 0.567443], [2.773588, -1.181694, 1.797997], [-0.193176, 1.670973, -0.048544], [1.197703, 1.705614, 0.657137], [2.507657, -4.113928, 2.586314], [3.860283, -5.939979, 3.577163], [1.271258, 5.042233, 2.807715], [-8.206260, 2.871472, 0.901002], [1.262737, 2.427365, 2.100465], [-6.900088, 4.871823, 0.749301], [-2.190998, 4.911554, 0.950039], [1.261677, 4.030867, 1.800154], [1.519585, -7.419748, 2.769304], [-5.609922, 4.216535, 0.035915], [0.019806, -2.691886, -4.142873], [2.463027, 1.049698, -0.044122], [-0.289776, -5.860682, -3.570241], [-2.940267, -1.933538, -3.090253], [3.695582, -0.260777, -2.148176], [-0.313114, -1.274547, -3.576024], [3.834247, 0.010136, 2.015655], [1.369509, -6.060395, 3.613242], [-2.604448, -3.372279, -3.665164], [-4.178123, 6.478275, 0.126167], [4.416831, -2.837030, -1.695377], [3.955014, -1.922214, -4.129712], [3.520100, -1.817720, -2.552961], [-1.696768, 3.793021, -0.097175], [-4.889715, 5.370026, -0.830721], [3.828709, 1.111297, 0.809783], [-0.283800, 0.978226, -1.440693], [-1.148824, -3.740985, -4.156702], [2.358549, 0.377986, -1.477884], [3.815807, -7.307682, 2.733893], [-2.571788, 6.277597, 0.135845], [0.314781, 2.241007, 2.736908], [5.094535, -1.977884, -4.270214], [3.603538, -0.963334, -4.684471], [-8.966173, 3.428464, 0.240141], [-4.517097, 6.336340, 1.226684], [4.772032, -7.908791, 2.939136], [-4.928878, 3.747987, 0.834811], [-2.485242, 1.726858, 0.224291], [1.686928, -0.807588, 1.872723], [1.920848, 5.983190, 2.679175], [4.779017, 1.096739, 0.176632], [3.712767, -7.107425, 1.610475], [0.459174, -5.498462, 3.191033], [1.636234, -0.589263, -3.965393], [1.091915, -2.908677, -4.487440], [3.605692, 0.490645, 3.042977], [-2.133603, 7.197712, 0.677365], [-8.722668, 2.208582, 1.683947], [-1.521894, 2.328392, 1.710006], [-1.286053, 5.204787, 1.610738], [-6.621211, 5.793994, 1.387024], [-7.651956, 5.232314, -0.051697], [2.389740, -2.084771, -2.549536], [3.940806, -3.061856, -0.670393], [4.886099, -0.439302, 2.060436], [0.612285, 4.879827, 3.745483], [-3.979533, -1.659215, -2.709850], [-2.154252, 6.276898, -0.932590], [5.522343, -2.542649, -1.632300], [2.205417, 2.175393, 2.698050], [-3.377055, -4.213072, -3.754331], [4.167312, -6.146439, 4.662331], [-5.697467, 5.955431, -1.426065], [4.395113, -3.849331, -2.267294], [-2.371551, 3.748845, -1.030626], [4.022237, 0.384655, -3.057297], [4.599929, -0.218774, -1.422818], [-0.620931, 4.091978, -0.415513], [2.944951, -1.627071, 0.756964], [1.080325, -6.376969, 4.692412], [-4.156344, 4.897828, -1.578396], [-5.900814, 3.347304, -0.678033], [-7.517897, 2.198186, 0.264884], [0.628478, -8.099881, 3.009745], [1.527045, -7.276533, 1.628716], [3.823338, 2.140613, 1.347999], [1.284586, 4.364398, 0.696751], [3.405406, -2.791607, -4.667835], [-3.068211, 4.580854, 1.618298], [-4.515994, 7.527949, -0.191071], [4.651975, -5.263747, 3.080197]], "forces_ev_per_a": [[-0.53, -1.57, -0.70], [0.50, 0.68, 2.01], [1.46, -1.51, 0.18], [1.29, -0.92, 3.72], [-0.03, 2.08, -2.16], [-0.68, 0.08, -1.79], [-1.38, -0.65, 2.12], [-0.30, 0.86, -1.36], [-1.15, 4.05, -5.26], [0.70, 1.86, 3.77], [1.15, -2.56, -0.93], [0.32, 0.25, -1.26], [0.07, 0.43, -0.74], [1.98, -2.03, -1.40], [-0.66, -1.60, -2.44], [-0.10, -0.17, -1.02], [1.22, 0.00, -0.32], [-0.33, -2.15, -1.58], [0.01, -0.02, 0.47], [-1.11, 1.36, -1.31], [0.87, -0.52, -0.03], [0.73, 0.91, -0.85], [0.46, 1.57, 1.62], [-0.76, -0.41, 0.86], [-0.22, 0.63, -0.67], [-3.85, 1.10, 1.61], [-2.76, 0.44, -1.24], [-0.81, -1.62, 2.04], [4.48, -1.21, -1.44], [-0.25, 0.20, 0.69], [-1.86, -2.59, -0.47], [0.02, -0.41, 0.03], [-1.45, -0.94, -0.33], [2.86, 1.73, -0.18], [0.46, -0.72, -0.07], [-0.92, -0.88, -0.61], [-0.73, 0.34, -0.12], [0.31, 0.37, -1.63], [0.68, 0.01, 0.94], [-0.42, 0.38, 0.60], [-1.24, 0.70, 0.61], [2.88, -0.60, 0.39], [-0.58, 4.45, 1.56], [-1.91, 1.13, 1.69], [0.37, -0.11, 1.19], [-0.89, 0.45, 0.76], [1.63, -0.20, -0.98], [-1.75, -0.09, 0.24], [0.62, -1.51, 0.85], [0.97, -1.09, 0.87], [0.43, 0.23, -1.84], [-1.32, 1.03, -0.34], [-0.95, 0.92, -1.15], [1.80, 0.54, 0.68], [1.76, -0.60, -0.19], [-1.99, -1.13, -0.10], [-1.52, -0.27, 0.85], [-0.01, -0.32, 1.55], [1.50, -0.67, 0.67], [-0.69, 0.14, 0.44], [-1.94, 0.14, 0.54], [0.50, -0.59, -1.73], [-0.49, -1.48, -0.81], [0.66, 1.09, -1.28], [0.10, 0.08, -1.67], [-1.57, -0.84, -0.88], [-0.33, -1.62, -0.99], [0.94, -0.72, 1.20], [1.99, 0.22, 0.50], [0.97, 0.56, -1.46], [-1.50, 0.55, 0.09], [2.06, 0.08, -1.09], [1.75, -0.49, -0.64], [-0.58, -0.13, 1.53], [-1.69, -0.11, 0.03], [-1.53, 0.36, -0.97], [1.18, 1.58, 0.27], [-0.39, 0.11, -1.61], [1.24, -1.28, 0.79], [0.05, 1.61, 0.99], [1.09, 0.01, 1.49], [-0.73, -1.13, 1.43], [-1.77, 0.16, -1.00], [-1.97, -0.30, 0.23], [-0.38, 0.35, 1.61], [0.84, 0.63, -1.66], [-1.02, 0.90, 1.13], [0.25, 1.54, 1.22], [-1.05, 1.13, 0.89], [1.21, 1.04, -0.23], [0.28, -0.03, 1.73], [0.10, -1.63, -1.14], [1.03, -0.75, 1.80], [1.27, 1.18, 0.98], [1.38, 0.43, -1.11], [0.76, -1.47, 0.39], [-1.11, -0.98, 0.96]], "mulliken_charge": [-0.175, -0.140, -0.250, -0.349, -0.384, -0.380, -0.321, -0.001, -0.436, -0.279, 0.529, -1.328, 0.149, 0.009, 0.480, 0.082, -0.496, -0.785, -0.548, -1.006, -0.453, -0.140, -0.191, -0.328, -0.310, -0.225, -0.114, 0.474, -0.517, -0.843, 0.056, -0.713, -0.633, -0.417, -0.720, -1.111, -1.482, 1.001, -0.073, -0.551, -1.358, 0.441, 0.127, 1.120, -0.382, -0.929, 0.516, 0.364, 0.338, 0.263, 0.316, 0.307, 0.097, 0.499, 0.219, 0.231, 0.452, 0.249, 0.335, 0.265, 0.176, 0.316, 0.359, 0.240, 0.312, -0.023, 0.266, 0.257, 0.019, 0.008, 0.452, 0.255, 0.340, 0.364, 0.321, 0.098, 0.338, 0.295, 0.423, 0.392, 0.128, 0.354, 0.078, 0.281, -0.198, 0.312, 0.271, 0.321, 0.213, 0.307, 0.230, 0.339, 0.362, 0.254, 0.371, 0.325, 0.291]}

[2]
{"formula": "C14H16N2O3S3", "method": "ωB97M-V/def2-TZVPD", "smiles": "CS(=O)(=O)CCSc1ncccc1C(=O)NCc1cccs1", "largest_force_ha_per_bohr": 0.0256, "e_above_lowest_kcal_mol": 24.77, "energy_ev": -56405.72839, "charge": 0, "elements": ["S", "S", "S", "O", "O", "O", "N", "N", "C", "C", "C", "C", "C", "C", "C", "C", "C", "C", "C", "C", "C", "C", "H", "H", "H", "H", "H", "H", "H", "H", "H", "H", "H", "H", "H", "H", "H", "H"], "xyz": [[-2.024988, 0.234532, -1.756921], [-3.157370, -1.323292, 0.722266], [4.450971, 0.766100, -0.157707], [-1.878078, -0.778684, 1.098529], [-3.949433, -1.876356, 1.789354], [0.413331, -0.303312, -1.693352], [-2.363615, 2.283099, -0.138777], [1.669372, -0.188797, 0.181689], [0.242044, 2.288163, 0.809578], [3.977406, -0.896212, -0.018263], [6.267327, -0.979254, 0.297119], [-0.668711, 3.242371, 1.237328], [-0.164646, 1.329120, -0.105141], [-2.913458, -2.635241, -0.508359], [-1.961432, 3.180233, 0.742761], [0.662778, 0.219449, -0.616425], [5.050242, -1.695564, 0.224135], [-3.835025, 0.336809, -1.465327], [2.542975, -1.278198, -0.179326], [-1.488742, 1.387610, -0.567825], [6.098614, 0.353115, 0.115698], [-4.206690, -0.030637, -0.047986], [1.261068, 2.308794, 1.170246], [-4.090413, 0.820475, 0.619588], [-4.262112, -0.355959, -2.189325], [-2.719584, 3.886255, 1.056462], [-2.180360, -2.312238, -1.235628], [-3.872594, -2.842179, -0.963957], [7.220544, -1.441148, 0.481273], [1.743408, 0.180158, 1.115591], [6.837598, 1.129025, 0.125116], [-0.384937, 4.007630, 1.941724], [2.329205, -2.168731, 0.425665], [-2.562975, -3.502737, 0.037259], [4.977644, -2.761446, 0.345795], [2.315852, -1.512963, -1.226987], [-4.157145, 1.350686, -1.696691], [-5.218055, -0.420658, 0.030838]], "forces_ev_per_a": [[-0.97, -0.03, -0.89], [-0.29, -0.27, 0.13], [0.22, -0.51, 0.08], [0.19, -0.01, -0.11], [-0.36, -0.21, -0.02], [0.44, 0.05, 0.03], [-0.16, -0.05, -0.22], [0.23, -0.05, 0.32], [-0.16, -0.08, -0.19], [0.14, 0.31, 0.06], [0.17, 0.15, -0.03], [0.00, -0.03, 0.02], [-0.37, 0.32, -0.03], [-0.11, 0.72, 0.38], [0.23, 0.24, 0.28], [0.11, -0.09, -0.01], [-0.30, 0.06, -0.04], [0.72, 0.30, -0.13], [-0.09, -0.24, -0.29], [0.28, 0.17, -0.05], [-0.26, 0.19, -0.09], [0.31, -0.70, 0.18], [0.09, 0.00, 0.04], [0.03, -0.09, 0.09], [0.02, 0.00, -0.04], [0.04, 0.11, 0.10], [0.05, 0.02, -0.06], [-0.21, -0.10, -0.10], [0.18, -0.04, 0.04], [-0.11, -0.02, -0.04], [0.21, 0.12, 0.02], [0.01, 0.07, 0.05], [0.02, 0.09, -0.13], [0.00, -0.06, 0.24], [-0.07, -0.21, 0.04], [0.03, -0.02, 0.25], [-0.18, -0.09, 0.04], [-0.09, -0.02, 0.04]], "mulliken_charge": [-0.165, 1.076, -0.066, -0.494, -0.678, -0.740, -0.462, -0.116, -0.032, 0.412, -0.351, -0.835, 0.033, -1.077, -0.437, 0.579, -0.757, -0.599, -0.530, 0.379, -0.511, -0.776, 0.525, 0.321, 0.395, 0.395, 0.346, 0.336, 0.383, 0.275, 0.409, 0.408, 0.336, 0.402, 0.405, 0.312, 0.440, 0.458]}

[3]
{"formula": "C20H18BN3OS5W", "method": "ωB97M-V/def2-TZVPD", "spin_multiplicity": 3, "largest_force_ha_per_bohr": 0.0210, "energy_ev": -84228.49681, "charge": 0, "elements": ["W", "S", "S", "S", "S", "S", "O", "N", "N", "N", "C", "C", "C", "C", "C", "C", "C", "C", "C", "C", "C", "C", "C", "C", "C", "C", "C", "C", "C", "C", "B", "H", "H", "H", "H", "H", "H", "H", "H", "H", "H", "H", "H", "H", "H", "H", "H", "H", "H"], "xyz": [[-0.616885, -0.473532, 0.070361], [-3.097326, -0.354881, -2.067073], [-2.606531, 0.251927, 1.538552], [1.791553, 0.199286, -0.260408], [0.387789, 0.393695, 2.277223], [0.440769, -2.620168, 0.652462], [-2.519647, 0.754815, -2.814367], [-0.681775, 1.638816, -0.464883], [-2.451792, -0.879521, -0.835534], [-0.137248, -1.174765, -1.848644], [2.515325, -1.333751, -0.785635], [0.074483, 3.359018, -1.914387], [2.572132, -3.707081, -0.664451], [-0.799988, 0.132536, 3.539672], [-0.995656, 4.145151, -1.529022], [-3.139303, -0.050064, 4.207352], [0.218297, -1.528002, -2.890006], [-2.755858, -0.182393, 5.532859], [-1.847396, 3.699979, -0.533433], [1.398788, 1.227548, -1.727388], [-1.639194, 2.447588, 0.017032], [-0.433321, -0.002097, 4.877621], [4.280863, -2.518929, -1.884232], [3.723172, -3.707602, -1.433009], [1.922593, -2.520031, -0.323689], [-1.403580, -0.155893, 5.855982], [-2.368054, 2.045692, 1.273528], [0.209272, 2.094946, -1.366455], [3.676332, -1.321834, -1.543596], [-2.160595, 0.111836, 3.237208], [0.809786, -1.867340, -4.310181], [0.797276, 3.704380, -2.639935], [1.196101, 0.590906, -2.584644], [2.243435, 1.874212, -1.956340], [4.182249, -4.651173, -1.698715], [-0.126259, -2.038116, -5.057738], [-4.184147, -0.078590, 3.924682], [-3.501898, -0.316287, 6.304121], [1.462135, -0.881905, -4.612176], [1.498062, -2.855073, -4.184885], [5.171288, -2.523680, -2.497326], [-1.098430, -0.270380, 6.888481], [-1.740943, 2.376364, 2.104567], [0.615603, -0.000810, 5.143406], [2.137610, -4.643501, -0.339337], [-2.650446, 4.320739, -0.161701], [-1.141026, 5.121413, -1.972417], [-3.331087, 2.548803, 1.329405], [4.103470, -0.382246, -1.872905]], "forces_ev_per_a": [[0.41, -0.32, 0.94], [-0.56, -0.21, -0.11], [0.01, -0.15, -0.16], [-0.15, 0.06, -0.04], [-0.11, -0.10, 0.05], [0.01, 0.12, -0.20], [0.28, 0.15, 0.07], [0.00, 0.06, -0.23], [0.20, 0.11, -0.09], [-0.06, 0.11, -0.10], [-0.11, -0.01, 0.04], [0.00, -0.11, 0.03], [0.00, -0.06, 0.00], [-0.01, 0.05, -0.07], [-0.01, 0.09, -0.05], [0.00, 0.01, 0.05], [0.10, -0.03, -0.29], [0.00, 0.01, -0.03], [0.00, -0.07, 0.07], [-0.06, 0.07, 0.02], [-0.02, 0.03, -0.09], [0.01, 0.00, 0.07], [-0.03, 0.02, 0.01], [0.01, 0.00, -0.01], [0.00, 0.00, 0.03], [0.01, 0.00, -0.01], [0.10, 0.15, -0.10], [0.02, 0.11, -0.03], [0.05, -0.06, -0.02], [0.06, 0.01, 0.04], [-0.15, -0.04, 0.13], [-0.02, 0.02, 0.00], [0.01, -0.02, -0.03], [0.04, -0.03, 0.03], [-0.01, 0.00, 0.01], [0.05, 0.01, 0.01], [0.01, -0.01, -0.01], [0.00, 0.00, -0.01], [-0.01, -0.01, 0.04], [0.00, 0.04, 0.01], [0.00, 0.00, 0.00], [0.00, 0.00, -0.01], [-0.04, -0.01, 0.03], [0.00, 0.01, -0.02], [0.00, 0.01, 0.00], [0.01, 0.01, -0.01], [0.00, -0.01, 0.00], [-0.03, -0.05, 0.02], [-0.02, 0.00, 0.01]], "lowdin_spin": [1.567, 0.035, 0.014, -0.003, 0.013, 0.108, 0.031, 0.022, 0.038, 0.007, 0.008, -0.003, 0.006, 0.005, 0.018, 0.000, 0.036, 0.000, -0.002, 0.005, 0.021, 0.000, 0.004, 0.000, 0.017, 0.001, 0.014, 0.017, 0.001, 0.005, 0.007, 0.000, 0.001, 0.000, 0.000, 0.000, 0.000, 0.000, 0.003, 0.003, 0.000, 0.000, 0.002, 0.000, 0.001, 0.000, 0.001, 0.000, 0.000]}

[4]
{"formula": "C11H14O2", "method": "ωB97M-V/def2-TZVPD", "smiles": "COc1ccc2c(c1)[C@@H](O)CCC2", "largest_force_ha_per_bohr": 0.0827, "e_above_lowest_kcal_mol": 31.28, "energy_ev": -15728.01127, "charge": 0, "elements": ["O", "O", "C", "C", "C", "C", "C", "C", "C", "C", "C", "C", "C", "H", "H", "H", "H", "H", "H", "H", "H", "H", "H", "H", "H", "H", "H"], "xyz": [[-1.306573, 0.363372, 3.306317], [-0.220371, 2.053908, -1.598882], [-0.582107, -0.030961, 2.164517], [-1.005308, 0.271577, 0.838104], [0.921946, -0.793960, -0.116696], [-0.548907, 0.633782, -1.583665], [0.446202, -0.952669, 2.328191], [1.867910, -1.159212, -1.270540], [1.079921, -1.369135, 1.166552], [-0.228308, -0.009407, -0.207792], [0.168708, -0.106341, -2.689830], [1.655548, -0.210680, -2.429505], [-2.454640, 1.064562, 3.096273], [-0.337934, -1.124305, -2.627451], [2.171093, -0.629258, -3.252720], [-1.982950, 0.769712, 0.653778], [2.079090, 0.756761, -2.245393], [-1.608816, 0.634730, -1.717207], [0.873334, -1.229626, 3.292924], [2.003901, -1.979553, 1.249838], [-0.045576, 0.438721, -3.642869], [-2.264122, 2.050624, 2.605866], [2.957590, -1.089826, -0.969298], [0.742051, 2.024566, -1.304249], [-2.809746, 1.210946, 4.096324], [1.694396, -2.162578, -1.632724], [-3.266332, 0.574251, 2.490137]], "forces_ev_per_a": [[2.44, -1.64, -1.59], [2.05, -1.14, 0.87], [-1.87, -0.54, 0.09], [-1.92, 1.11, 3.27], [-0.36, -1.31, 1.61], [0.56, 0.58, 0.97], [0.33, 0.59, -0.46], [0.72, 1.15, 1.02], [2.60, 0.25, -0.76], [1.72, 0.25, -3.88], [-1.32, -0.26, -0.55], [-0.83, -0.67, 0.48], [-1.63, 1.48, -0.86], [0.82, 0.90, -0.77], [0.48, -0.21, -1.17], [1.01, -0.12, 0.27], [0.30, 0.66, 0.17], [-0.78, -0.21, -0.29], [-0.56, -0.05, -0.18], [-0.81, 0.08, 0.26], [0.05, -0.76, 0.59], [-0.10, -0.49, 0.37], [-1.22, -0.24, 0.06], [-1.74, 0.65, -0.52], [-0.64, 0.42, 0.39], [-0.14, -0.44, 0.12], [0.85, -0.05, 0.49]], "mulliken_charge": [-0.437, -0.548, 0.730, -0.226, 0.461, -0.665, -0.771, -0.650, -0.698, 0.229, -0.715, -0.933, -0.748, 0.280, 0.347, 0.306, 0.410, 0.630, 0.399, 0.296, 0.311, 0.335, 0.357, 0.423, 0.256, 0.351, 0.270]}